[1]
33
Properties=species:S:1:pos:R:3:forces:R:3 method="wB97M-V/def2-TZVPD" e_tot_ha=-3080.75869 homo_ha="-0.5045 / -0.5045" multiplicity=7 max_force_ev_per_a=5.54 mol_weight_g_mol=656.45 relative_energy_ev=0.0000 total_charge=+2
I 6.52009 0.93832 -2.32851 0.0 -1.2 0.0
I 6.32789 -1.82163 -2.29537 0.2 1.1 0.0
Tb 0.31937 -0.16813 -0.06485 -3.0 0.2 1.9
P -0.26330 -0.22554 -2.76582 -1.0 -0.1 -1.9
C 0.87518 -0.20012 -4.17167 0.7 0.0 0.2
C -1.35970 -1.62289 -3.18284 0.2 -0.4 0.5
H -2.18205 1.22178 -2.40952 0.1 0.0 -0.2
H -1.77884 1.04740 -4.14679 0.1 0.0 0.1
H -0.79736 2.11912 -3.10243 -0.2 -0.1 -0.1
C -1.36674 1.18052 -3.14265 0.2 0.4 0.6
H -2.17126 -1.69022 -2.44772 0.1 0.0 -0.2
H -1.77668 -1.46312 -4.18123 0.1 0.0 0.1
H 0.30629 -0.19135 -5.10730 0.1 0.0 0.2
H 1.51994 -1.09144 -4.13750 -0.1 0.3 -0.2
H -0.78397 -2.55817 -3.17159 -0.2 0.1 -0.1
H 1.50895 0.69784 -4.11503 -0.1 -0.3 -0.2
C 2.38323 -0.24483 -1.25141 5.2 -0.2 -1.9
O 3.44244 -0.27058 -1.68068 -3.5 0.1 1.1
Cl -2.17718 -0.28568 0.41028 1.2 0.0 -0.3
C -0.31822 1.78085 4.62494 -0.6 0.1 0.4
N 0.06928 1.27933 3.29683 1.1 -1.0 -0.5
C 0.28877 -0.04243 3.03585 -1.0 0.4 0.9
S 1.71626 -0.53005 2.14156 -0.1 0.1 -0.2
N -0.56072 -0.96403 3.50423 0.6 0.4 -1.3
C -1.95532 -0.69513 3.87580 -0.3 -0.4 0.8
H -0.65504 0.95883 5.27065 0.2 0.4 -0.3
H -1.12679 2.50790 4.51640 0.1 -0.1 0.1
H 0.53785 2.27263 5.09062 0.0 -0.1 -0.1
H 0.74114 1.88572 2.82642 -0.2 -0.3 0.3
H -0.35945 -1.91322 3.18205 0.0 0.4 0.5
H -2.62764 -1.24160 3.20610 0.3 0.0 0.1
H -2.11386 -1.03375 4.91571 -0.1 0.2 -0.5
H -2.18256 0.36365 3.80546 0.1 -0.1 -0.1

***

[2]
26
Properties=species:S:1:pos:R:3:forces:R:3 method="wB97M-V/def2-TZVPD" e_tot_ha=-1026.48292 homo_ha="-0.3017 / -0.2644" max_force_ev_per_a=3.83 mol_weight_g_mol=164.75 relative_energy_ev=2.8842 total_charge=0
C 3.10856 -0.48509 -1.09315 -1.1 -1.8 -0.3
C 1.67721 -2.64972 -0.91976 -2.2 1.7 2.2
C -1.30939 1.34436 -1.29322 -0.6 -3.6 1.1
C -2.09921 -0.88229 -0.28413 -1.0 1.4 -0.7
C -1.49951 2.64474 2.48855 -0.3 0.3 -2.6
C 1.94254 -1.24957 -0.49771 1.2 0.3 0.6
C -1.63524 0.52420 -0.01450 0.8 0.1 -1.4
Si -0.82684 1.11058 1.54911 1.3 0.3 1.1
Cl -1.00310 -0.56078 2.83130 0.0 0.4 0.0
H 3.55768 0.27837 -0.48854 0.4 0.0 0.4
H 3.77814 -1.20823 -1.59269 0.4 0.3 0.9
H 2.74195 -0.02339 -1.97283 -0.6 1.2 -1.1
H 1.40729 -3.26298 -0.05500 -0.1 0.0 0.1
H 2.53104 -3.06106 -1.30605 1.7 -1.2 -1.8
H 0.75783 -2.56088 -1.49263 0.1 -0.9 -0.9
H -0.72479 0.62253 -1.94523 -0.7 1.2 0.4
H -2.23946 1.66370 -1.72003 -0.3 0.4 -0.7
H -0.73322 2.10417 -0.91338 1.5 2.4 -0.2
H -1.76741 -1.47905 0.50380 -0.1 -1.4 1.3
H -3.20405 -0.93517 -0.45421 0.6 0.0 0.5
H -1.67988 -1.28262 -1.20052 0.3 0.1 -0.3
H -2.13109 2.22995 3.23080 -0.4 0.0 1.2
H -0.66746 3.26855 2.80720 -0.1 -0.3 0.5
H -2.15143 3.31733 1.85384 0.6 -0.8 0.5
H 1.39646 -0.88368 0.35820 0.0 0.3 0.0
H 0.77337 1.41604 1.62080 -1.8 -0.5 -0.7

***

[3]
32
Properties=species:S:1:pos:R:3:forces:R:3 method="wB97M-V/def2-TZVPD" e_tot_ha=-1476.04247 homo_ha="-0.3712 / -0.3881" max_force_ev_per_a=4.49 mol_weight_g_mol=262.26 relative_energy_ev=3.5315 total_charge=0
C -3.78529 1.77798 -1.41134 -1.1 0.9 1.9
C 5.74218 -1.30228 2.13442 0.0 3.5 2.8
C -2.51630 1.03547 -0.76570 -1.2 3.7 0.0
C -2.48505 -0.47795 -0.76550 -4.1 -0.5 -0.5
C -1.43663 -1.26670 -0.01442 -0.9 -0.6 2.0
C -0.03283 -0.93724 -0.44550 -0.4 0.4 1.7
C 0.59825 0.16416 0.39730 0.1 0.7 1.0
N 3.90075 -1.74397 0.43865 -2.5 -0.2 0.2
N 0.70510 -0.23321 1.78919 -0.4 -2.3 -1.4
O 5.24544 0.28453 0.07303 1.4 0.7 -1.5
O 3.67265 0.35893 1.84494 -1.5 0.4 1.4
F 2.24165 -3.64010 0.49343 -0.3 1.8 0.5
F 2.94239 -2.77693 2.62899 -1.0 1.0 -1.6
P 2.51403 -2.17502 1.13280 1.9 -2.4 1.3
S 4.58099 -0.42874 1.08458 1.1 -0.9 0.0
H -3.77383 3.00677 -1.29100 0.6 -3.2 -0.7
H -3.97286 1.42366 -2.42797 -0.2 0.5 0.1
H -4.67623 1.55852 -0.72406 0.9 -0.1 -1.3
H 5.56922 -2.30748 1.94808 0.6 -1.8 -0.5
H 6.75438 -0.81951 2.02888 -1.0 -1.0 -0.1
H 5.38370 -1.11589 3.23226 0.6 -0.2 -2.0
H -2.68148 1.54039 0.21835 1.2 -1.0 0.0
H -1.74629 1.63249 -1.30127 0.5 -1.1 0.6
H -3.55008 -0.79190 -0.35456 1.9 0.6 -0.3
H -2.69541 -0.79719 -1.82401 1.1 0.0 0.6
H -1.60664 -2.35375 -0.17912 -0.1 0.7 0.0
H -1.59211 -1.13478 1.15474 0.5 -0.1 -2.3
H 0.52611 -1.82770 -0.38961 1.2 -1.1 0.0
H -0.06875 -0.61723 -1.43462 0.2 0.6 -1.9
H -0.29783 0.85662 0.40384 1.2 0.3 0.2
H 1.53186 0.58106 -0.04485 -0.8 0.0 0.3
H 1.47100 0.02469 2.39599 0.7 1.0 -0.6

***

[4]
29
Properties=species:S:1:pos:R:3:forces:R:3 method="wB97M-V/def2-TZVPD" e_tot_ha=-640.93433 homo_ha=-0.3331 max_force_ev_per_a=1.32 mol_weight_g_mol=181.23 smiles=NCCCNC(F)(F)CCCN relative_energy_ev=0.0000 total_charge=0
N 2.63998 0.87327 0.70611 0.4 0.8 0.0
C 2.67582 0.07784 -0.50837 0.1 -0.5 -0.4
C 2.35096 -1.39887 -0.21882 0.2 0.0 -0.1
C 1.02350 -1.60272 0.50641 0.1 -0.2 0.4
N -0.07035 -0.98424 -0.24199 0.1 0.1 -0.2
C -1.37855 -1.24132 0.20301 -0.2 0.2 -0.3
F -1.69083 -2.59150 0.12808 0.0 -0.2 0.1
F -1.45571 -0.95060 1.54386 0.0 0.0 -0.1
C -2.45044 -0.48116 -0.56902 0.6 0.4 -0.1
C -2.57631 1.00907 -0.22453 0.2 0.1 0.5
C -1.29153 1.86112 -0.34809 -0.7 0.7 0.2
N -0.42054 1.88938 0.83479 -0.8 1.0 0.2
H 1.74869 1.35599 0.75420 -0.1 0.0 0.2
H 3.33131 1.62971 0.65376 -0.3 -0.5 0.1
H 1.99413 0.46015 -1.28303 0.0 0.0 0.1
H 3.67631 0.11069 -0.95766 -0.1 0.0 0.1
H 3.15047 -1.82322 0.41270 -0.3 0.2 -0.2
H 2.36718 -1.95891 -1.17931 -0.1 0.2 0.5
H 0.83333 -2.67609 0.64638 0.1 0.1 0.0
H 1.06035 -1.13825 1.50666 0.1 -0.2 -0.4
H 0.00691 -1.19923 -1.23266 -0.1 0.1 0.2
H -3.38277 -0.97360 -0.37104 -0.5 -0.3 0.2
H -2.26187 -0.60292 -1.64380 0.1 0.0 0.2
H -2.97277 1.11554 0.80237 0.2 -0.1 -0.3
H -3.33925 1.43059 -0.87485 -0.1 0.0 -0.2
H -0.71947 1.51933 -1.18839 0.4 -0.2 -0.5
H -1.59295 2.90227 -0.59143 0.2 -0.5 0.2
H -0.90219 2.44262 1.57092 0.6 -0.6 -0.6
H -0.35339 0.94506 1.16375 0.2 -0.4 0.4

***

[5]
26
Properties=species:S:1:pos:R:3:forces:R:3 method="wB97M-V/def2-TZVPD" e_tot_ha=-863.96332 homo_ha="-0.2700 / -0.2653" max_force_ev_per_a=5.41 mol_weight_g_mol=256.20 relative_energy_ev=2.0550 total_charge=0
C 1.82674 3.20279 0.44915 -2.9 1.0 -2.9
C 0.94872 0.06683 0.65821 -4.4 3.2 0.4
C 2.21459 0.19536 -1.33437 -1.4 1.6 -3.8
C -1.50302 -2.15580 1.64093 -0.5 0.3 0.2
C -2.94395 -2.71545 -0.86299 0.0 -2.3 0.6
C 0.99285 2.35051 -0.55992 -2.0 -1.5 0.4
C 1.37693 0.91702 -0.36283 0.6 -0.9 -0.7
Si -1.66589 -1.48122 -0.10681 -1.2 -0.3 0.4
I -2.98773 0.75817 -0.02054 0.5 -0.6 0.0
H 2.85872 3.06182 0.18923 0.5 0.8 0.0
H 1.25742 4.16774 0.26110 1.9 -0.3 0.7
H 1.60985 2.85897 1.40125 -0.2 -0.5 2.0
H 1.64747 -0.34052 1.29694 1.4 -1.8 0.9
H 0.15410 0.63755 1.22440 0.9 -0.6 0.3
H 0.06741 -0.81311 0.22479 0.7 0.2 -0.9
H 1.79100 -0.81302 -1.56140 0.7 0.5 0.5
H 2.11808 0.78712 -2.36143 0.3 -1.2 1.8
H 3.25116 0.24073 -1.12888 1.2 -0.5 0.4
H -1.25894 -3.22854 1.54002 -0.3 0.4 0.3
H -0.62246 -1.64065 1.98321 0.4 0.0 0.8
H -2.34492 -1.93840 2.33871 0.5 -0.5 -0.5
H -3.95992 -2.35923 -0.95582 -0.1 0.7 -0.3
H -2.67844 -3.21345 -1.82620 -0.1 0.5 0.6
H -3.13414 -3.59632 -0.10901 0.9 1.5 -1.2
H -0.17904 2.39802 -0.42296 2.2 0.3 0.2
H 1.16340 2.65310 -1.59477 0.2 0.1 0.1

***

[6]
25
Properties=species:S:1:pos:R:3:forces:R:3 method="wB97M-V/def2-TZVPD" e_tot_ha=-331.56068 homo_ha="0.0553 / -0.1914" multiplicity=2 max_force_ev_per_a=3.64 mol_weight_g_mol=115.22 relative_energy_ev=1.1779 total_charge=-1
C -0.01880 -1.33354 -2.40218 1.2 -0.6 1.1
C 0.19483 -0.59509 -3.68770 1.3 -1.4 -3.1
C 0.40335 -0.49597 -1.20000 1.2 0.8 -0.1
N -0.01924 -0.94810 0.12428 0.0 0.6 -0.2
C 0.91321 1.70565 2.78452 -2.0 -0.6 0.2
C 0.69846 0.27768 2.21016 1.3 1.4 -1.1
C -0.28030 0.20272 1.01616 -0.2 -0.3 1.0
C -1.71626 0.21851 1.58256 0.1 0.9 -0.7
H -1.05854 -1.59939 -2.32899 -0.5 -0.2 0.2
H 0.59724 -2.27959 -2.35867 -0.8 0.8 -0.3
H -0.63201 -0.08393 -4.19302 0.0 0.1 0.7
H 1.12811 -0.07528 -3.88421 0.1 1.2 1.3
H 0.55395 -1.32428 -4.46738 -1.2 -0.3 0.3
H 0.16348 0.56655 -1.44882 -0.5 -0.5 0.5
H 1.52479 -0.43073 -1.17370 -0.6 -0.3 -0.3
H -0.80680 -1.57772 0.08078 -0.2 0.3 -0.1
H 1.49979 1.63298 3.68540 0.7 0.1 0.2
H -0.07357 2.04837 3.15373 0.3 0.2 -0.3
H 1.29743 2.43095 2.07092 0.2 -0.1 0.0
H 1.71457 0.04783 1.81394 -0.7 -0.9 0.5
H 0.30729 -0.31329 3.01760 0.5 -0.8 0.3
H -0.03513 1.09590 0.44270 -0.5 0.2 -0.2
H -1.82508 -0.38161 2.48066 0.0 -0.2 0.1
H -2.49929 -0.02607 0.87195 0.0 -0.6 -0.4
H -2.03148 1.23744 1.80932 0.3 0.2 0.5